Entry 1:
ORCA calculation (ωB97M-V/def2-TZVPD) on a 2-piece molecular cluster, C5H11N3 overall at a distorted geometry.

Output
Energy above the lowest of the compared OMol25 structures with the same formula, charge and spin   105.8 kcal per mole
HOMO (alpha / beta)   -6.52 / -6.54 eV
Energy   -361.22072 a.u.
LUMO energy (alpha / beta)   0.0180 / 0.0178 hartree
Orbital gap (alpha / beta)   7.0 / 7.0 eV

Cartesian coordinates (Å):
C1 1.26 -1.09 1.15
C2 -1.18 -0.79 0.89
C3 -1.53 0.58 1.38
C4 1.14 0.41 -0.55
N1 1.85 1.29 -1.35
C5 -0.47 -0.24 -2.14
N2 1.67 0.05 0.63
N3 -0.06 -0.03 -0.93
H1 1.27 1.84 -1.98
H2 2.53 1.83 -0.83
H3 1.04 -1.94 0.52
H4 1.47 -1.25 2.20
H5 -1.78 -1.21 0.09
H6 -1.04 -1.53 1.67
H7 -1.54 -0.27 -2.33
H8 0.22 -0.50 -2.94
H9 -2.01 1.18 0.60
H10 -2.19 0.55 2.25
H11 -0.63 1.13 1.66

Results of the natural (NBO) charge analysis, in e, for atoms 1 through 8:
1 C -0.1131
2 C -0.3405
3 C -0.6727
4 C 0.4998
5 N -0.8100
6 C -0.1499
7 N -0.5148
8 N -0.3825



Entry 2:
ORCA calculation (ωB97M-V/def2-TZVPD) on C24H28BrN3O2Ti as an isolated structure at a distorted geometry.

Output
HOMO   -15.98 eV
Net charge   +2
Energy   -4669.06821 a.u.
LUMO energy   -0.3112 hartree
Orbital gap   7.5 eV

Cartesian coordinates (Å):
Ti1 2.65 0.83 -0.75
Br1 1.08 4.22 -0.49
C1 2.67 3.74 0.44
C2 3.27 4.69 1.26
C3 4.42 4.33 1.94
C4 4.94 3.05 1.78
C5 4.28 2.14 0.94
N1 3.14 2.49 0.27
C6 4.85 0.73 0.77
O1 5.91 0.45 1.41
O2 4.21 -0.05 0.00
H1 2.85 5.68 1.36
H2 4.93 5.04 2.58
H3 5.84 2.74 2.30
C7 -0.88 -2.58 4.31
C8 -1.48 -1.38 3.53
C9 -2.78 -1.88 2.86
C10 -1.88 -0.28 4.53
C11 -0.44 -0.83 2.55
C12 0.79 -0.35 3.02
C13 1.71 0.14 2.11
N2 1.51 0.19 0.78
C14 0.33 -0.27 0.28
C15 -0.64 -0.78 1.15
C16 0.13 -0.21 -1.22
C17 -1.04 -0.66 -1.86
C18 -1.20 -0.59 -3.26
C19 -0.14 -0.06 -3.99
C20 0.99 0.37 -3.32
N3 1.14 0.30 -1.98
C21 -2.50 -1.09 -3.92
C22 -2.51 -0.94 -5.46
C23 -3.70 -0.28 -3.38
C24 -2.70 -2.58 -3.61
H4 -1.62 -3.01 5.00
H5 -0.01 -2.29 4.91
H6 -0.56 -3.37 3.62
H7 -3.49 -2.26 3.60
H8 -2.58 -2.70 2.16
H9 -3.29 -1.07 2.32
H10 -2.65 -0.63 5.23
H11 -2.28 0.60 4.01
H12 -1.03 0.06 5.14
H13 1.04 -0.34 4.07
H14 2.67 0.53 2.44
H15 -1.58 -1.15 0.75
H16 -1.85 -1.07 -1.27
H17 -0.16 0.04 -5.07
H18 1.84 0.79 -3.85
H19 -2.40 0.11 -5.77
H20 -3.45 -1.31 -5.89
H21 -1.70 -1.51 -5.93
H22 -3.57 0.79 -3.56
H23 -3.83 -0.42 -2.30
H24 -4.63 -0.59 -3.86
H25 -1.85 -3.18 -3.95
H26 -3.60 -2.97 -4.10
H27 -2.81 -2.77 -2.53
H28 3.62 1.39 -2.11

Results of the natural (NBO) charge analysis, in e, for atoms 1 through 8:
1 Ti 1.8083
2 Br 0.1845
3 C 0.1764
4 C -0.2348
5 C -0.0695
6 C -0.1750
7 C 0.1087
8 N -0.5821



Entry 3:
ORCA calculation (ωB97M-V/def2-TZVPD) on a 2-piece molecular cluster, CH5OPS overall at a distorted geometry.

Output
Energy above the lowest of the compared OMol25 structures with the same formula, charge and spin   83.4 kcal per mole
HOMO (alpha / beta)   -9.43 / -8.81 eV
Energy   -855.76756 a.u.
LUMO energy (alpha / beta)   -0.0778 / 0.0103 hartree
Orbital gap (alpha / beta)   7.3 / 9.1 eV

Cartesian coordinates (Å):
C1 0.07 0.59 0.87
O1 -0.95 -1.80 0.30
P1 -1.07 -0.20 -0.32
S1 -2.77 0.66 0.14
H1 0.20 1.70 0.75
H2 -0.37 0.25 1.80
H3 1.17 0.32 0.79
H4 -1.72 -2.30 -0.04
H5 0.07 -0.55 -3.54

Results of the natural (NBO) charge analysis, in e, for atoms 1 through 8:
1 C -0.9757
2 O -0.9702
3 P 1.0796
4 S -0.3844
5 H 0.2593
6 H 0.2511
7 H 0.2449
8 H 0.4986



Entry 4:
ORCA calculation (ωB97M-V/def2-TZVPD) on C13H10IN4O4RuS as an isolated structure at a distorted geometry.

Output
Expectation value of S²   0.759
Energy above the lowest of the compared OMol25 structures with the same formula, charge and spin   20.0 kcal per mole
HOMO (alpha / beta)   -14.65 / -14.63 eV
Net charge   +2
Energy   -1811.58004 a.u.
LUMO energy (alpha / beta)   -0.3060 / -0.3113 hartree
Orbital gap (alpha / beta)   6.3 / 6.2 eV
Multiplicity   2

Cartesian coordinates (Å):
Ru1 -0.51 -0.34 -0.23
O1 -1.84 3.28 1.71
C1 -1.29 2.25 1.14
O2 -1.77 1.12 1.12
C2 0.01 2.53 0.45
C3 0.75 3.69 0.49
C4 1.96 3.71 -0.21
C5 2.39 2.60 -0.92
C6 1.58 1.48 -0.92
N1 0.43 1.46 -0.24
C7 1.85 0.16 -1.62
O3 2.89 -0.10 -2.13
O4 0.80 -0.68 -1.59
H1 -2.68 3.04 2.15
H2 0.39 4.54 1.04
H3 2.57 4.61 -0.19
H4 3.32 2.57 -1.46
I1 4.48 -2.42 2.00
C8 2.57 -2.36 1.27
C9 1.93 -3.32 0.49
N2 0.71 -2.88 0.20
N3 0.48 -1.68 0.78
C10 1.64 -1.35 1.41
H5 2.28 -4.29 0.15
H6 0.00 -3.33 -0.36
H7 1.71 -0.44 1.99
S1 -4.38 -1.60 -1.97
C11 -4.25 -2.22 -0.39
C12 -3.02 -2.01 0.11
N4 -2.17 -1.35 -0.77
C13 -2.79 -1.08 -1.92
H8 -5.09 -2.71 0.09
H9 -2.66 -2.30 1.09
H10 -2.29 -0.60 -2.75

Results of the natural (NBO) charge analysis, in e, for atoms 1 through 8:
1 Ru 1.2587
2 O -0.5958
3 C 0.8052
4 O -0.6254
5 C 0.0745
6 C -0.1531
7 C -0.0974
8 C -0.1590



Entry 5:
ORCA calculation (ωB97M-V/def2-TZVPD) on a 5-piece molecular cluster, C40H35F36IN5O5 overall at a distorted geometry.

Output
HOMO   -11.44 eV
Net charge   +1
Energy   -6087.89354 a.u.
LUMO energy   -0.1119 hartree
Orbital gap   8.4 eV

Cartesian coordinates (Å):
C1 -7.58 6.62 0.60
C2 -6.44 5.82 0.07
C3 -6.02 4.64 0.69
C4 -4.98 3.88 0.16
C5 -4.31 4.28 -0.99
C6 -3.20 3.42 -1.55
C7 -1.87 3.73 -0.96
N1 -1.57 3.21 0.20
C8 -0.32 3.61 0.50
N2 0.28 3.22 1.61
C9 -0.50 2.33 2.49
C10 -0.57 0.88 1.98
F1 -1.89 0.59 1.66
C11 1.63 3.53 2.00
C12 2.64 2.72 1.19
O1 2.33 1.88 0.44
I1 4.71 3.19 1.49
N3 0.17 4.41 -0.47
C13 1.43 5.10 -0.70
C14 1.61 6.33 -0.10
C15 2.82 6.97 -0.31
C16 3.76 6.35 -1.11
C17 3.44 5.11 -1.67
N4 2.29 4.47 -1.47
N5 -0.86 4.49 -1.42
C18 -0.78 5.27 -2.61
F2 0.21 4.86 -3.38
F3 -0.56 6.54 -2.31
F4 -1.90 5.18 -3.27
C19 -4.71 5.47 -1.60
C20 -5.76 6.23 -1.08
H1 -7.95 6.23 1.55
H2 -7.33 7.67 0.71
H3 -8.41 6.57 -0.10
H4 -6.55 4.30 1.57
H5 -4.71 2.96 0.67
H6 -3.40 2.39 -1.27
H7 -3.20 3.43 -2.63
H8 0.01 2.31 3.45
H9 -1.49 2.73 2.68
H10 -0.22 0.19 2.73
H11 -0.01 0.81 1.05
H12 1.81 3.29 3.04
H13 1.87 4.59 1.88
H14 0.86 6.80 0.53
H15 3.04 7.93 0.13
H16 4.72 6.77 -1.31
H17 4.17 4.62 -2.29
H18 -4.24 5.82 -2.51
H19 -6.09 7.13 -1.57
C21 2.87 -2.31 0.92
C22 2.00 -2.26 2.18
C23 2.61 -2.76 3.49
F5 2.92 -4.07 3.42
F6 1.69 -2.61 4.48
F7 0.82 -2.87 1.95
F8 1.72 -0.93 2.40
O2 2.66 -3.38 0.02
C24 3.32 -4.59 0.17
C25 2.33 -5.73 0.43
F9 1.61 -5.50 1.54
F10 3.03 -6.88 0.61
F11 4.27 -4.52 1.12
F12 3.93 -4.86 -1.00
H20 2.57 -1.43 0.34
H21 3.93 -2.17 1.15
H22 3.50 -2.19 3.75
H23 1.65 -5.85 -0.41
C26 -0.93 2.43 -5.52
C27 -1.36 1.17 -4.76
C28 -0.27 0.16 -4.37
F13 0.34 -0.35 -5.45
F14 -0.85 -0.86 -3.69
F15 -2.35 0.55 -5.42
F16 -1.89 1.60 -3.56
O3 -1.10 2.44 -6.92
C29 -0.14 1.95 -7.77
C30 -0.65 0.75 -8.58
F17 -1.04 -0.24 -7.75
F18 0.35 0.30 -9.36
F19 1.00 1.67 -7.12
F20 0.14 2.93 -8.66
H24 -1.60 3.21 -5.17
H25 0.08 2.75 -5.24
H26 0.47 0.64 -3.72
H27 -1.50 1.05 -9.20
C31 5.10 -9.19 -0.18
C32 4.67 -10.57 0.35
C33 5.73 -11.66 0.46
F21 6.26 -11.97 -0.74
F22 5.16 -12.78 0.96
F23 3.61 -11.02 -0.36
F24 4.23 -10.36 1.62
O4 4.84 -8.90 -1.54
C34 5.71 -9.24 -2.54
C35 5.09 -10.23 -3.53
F25 4.72 -11.36 -2.90
F26 6.01 -10.55 -4.47
F27 6.89 -9.69 -2.06
F28 5.98 -8.11 -3.24
H28 4.49 -8.48 0.36
H29 6.13 -8.96 0.09
H30 6.54 -11.35 1.13
H31 4.22 -9.78 -4.01
C36 -4.82 -0.44 5.41
C37 -4.92 1.05 5.05
C38 -3.75 1.67 4.28
F29 -2.60 1.62 5.00
F30 -4.01 2.98 4.03
F31 -5.19 1.78 6.15
F32 -6.00 1.17 4.21
O5 -4.42 -0.77 6.72
C39 -3.09 -0.89 7.06
C40 -2.67 0.14 8.10
F33 -2.87 1.39 7.64
F34 -1.35 -0.01 8.36
F35 -2.29 -0.86 5.97
F36 -2.93 -2.11 7.62
H32 -5.85 -0.80 5.35
H33 -4.26 -1.00 4.66
H34 -3.60 1.16 3.33
H35 -3.24 0.00 9.02

Results of the Mulliken charge analysis, in e, for atoms 1 through 8:
1 C -1.4155
2 C 0.9590
3 C -0.9576
4 C -0.4319
5 C 0.1984
6 C -0.8895
7 C 0.2407
8 N -0.1549



Entry 6:
ORCA calculation (ωB97M-V/def2-TZVPD) on C4H4FN as an isolated structure at a distorted geometry.

Output
Energy above the lowest of the compared OMol25 structures with the same formula, charge and spin   60.5 kcal per mole
HOMO   -10.86 eV
Energy   -309.32540 a.u.
LUMO energy   -0.0210 hartree
Orbital gap   10.3 eV

Cartesian coordinates (Å):
C1 -3.49 -0.48 0.09
C2 -1.08 0.20 -0.08
C3 -2.15 -0.45 0.19
C4 0.32 -0.23 0.27
N1 -4.63 -0.44 0.00
F1 -1.85 -2.04 0.86
H1 -1.05 1.16 -0.65
H2 1.02 0.65 0.26
H3 0.71 -0.83 -0.61
H4 0.27 -0.92 1.26

Results of the natural (NBO) charge analysis, in e, for atoms 1 through 8:
1 C 0.1870
2 C -0.1570
3 C 0.2782
4 C -0.6577
5 N -0.1985
6 F -0.4634
7 H 0.2576
8 H 0.2332